No. 1
Here is a 7-piece molecular cluster, C13H26BBr12F3 overall from the Open Molecules 2025 dataset. Energies are from the ωB97M-V functional and the def2-TZVPD basis.

Last column: Löwdin charge in e.
Geometry (Å):
B (-4.85, -1.93, -2.25)  0.1727
C (-4.30, -0.48, -1.67)  -0.2390
F (-2.83, -0.57, -1.52)  -0.0125
F (-4.63, 0.57, -2.70)  -0.0281
F (-5.01, -0.10, -0.41)  -0.0066
H (-5.96, -1.95, -2.65)  0.0369
H (-4.20, -2.93, -2.32)  0.0111
Br (-1.27, 4.70, -2.96)  0.6096
C (-3.22, 4.61, -2.81)  -0.6794
C (-3.76, 3.40, -3.53)  -0.7117
Br (-3.79, 3.69, -5.46)  0.6071
H (-3.61, 5.55, -3.18)  0.0524
H (-3.42, 4.53, -1.73)  0.0601
H (-4.80, 3.22, -3.26)  0.0550
H (-3.18, 2.49, -3.36)  0.0385
Br (1.98, 2.87, -5.56)  0.6035
C (2.30, 3.22, -3.67)  -0.6940
C (2.33, 1.94, -2.86)  -0.6767
Br (0.53, 1.25, -2.57)  0.5982
H (1.52, 3.92, -3.34)  0.0037
H (3.27, 3.73, -3.63)  0.0593
H (2.73, 2.12, -1.86)  0.0418
H (2.90, 1.15, -3.34)  0.0555
Br (0.82, 0.09, 2.61)  0.6026
C (2.01, 0.76, 1.22)  -0.6917
C (2.40, 2.20, 1.48)  -0.7381
Br (0.96, 3.42, 1.02)  0.5939
H (1.49, 0.62, 0.26)  0.0103
H (2.88, 0.11, 1.25)  0.0628
H (3.24, 2.49, 0.84)  -0.0071
H (2.67, 2.39, 2.52)  -0.0175
Br (-1.34, -4.60, 0.23)  0.6107
C (-2.90, -4.28, 1.35)  -0.6896
C (-3.91, -5.39, 1.21)  -0.6946
Br (-4.91, -5.24, -0.46)  0.6347
H (-3.29, -3.30, 1.07)  0.0515
H (-2.51, -4.23, 2.37)  0.0408
H (-4.66, -5.33, 2.00)  0.0620
H (-3.46, -6.39, 1.22)  0.0363
Br (2.07, -5.26, 4.32)  0.5999
C (1.71, -7.08, 3.72)  -0.6972
C (0.60, -7.10, 2.70)  -0.6882
Br (-1.14, -6.90, 3.55)  0.6209
H (1.50, -7.68, 4.61)  0.0521
H (2.65, -7.42, 3.27)  0.0585
H (0.56, -8.07, 2.20)  0.0616
H (0.68, -6.31, 1.95)  0.0202
Br (5.59, 4.10, 0.36)  0.6218
C (5.03, 5.08, 1.96)  -0.6736
C (5.78, 4.59, 3.18)  -0.6752
Br (5.06, 2.89, 3.82)  0.6528
H (3.95, 4.97, 2.04)  0.0459
H (5.27, 6.12, 1.75)  0.0612
H (5.64, 5.29, 4.02)  0.0605
H (6.85, 4.45, 3.01)  0.0543

Computed properties:
- calculated total energy (hartree) = -31723.485959
- charge = 0
- orbital gap (eV) = 8.788
- energy relative to the best compared isomer or geometry (same formula, charge and spin) (kJ/mol) = 162.52

***

No. 2
Here is a 11-piece molecular cluster, C24H76N6O11 overall from the Open Molecules 2025 dataset. Energies are from the ωB97M-V functional and the def2-TZVPD basis.

Last column: Löwdin charge in e.
Geometry (Å):
C (-18.75, -33.16, -0.25)  -0.1047
O (-19.93, -32.94, -0.97)  -0.2047
C (-20.90, -32.22, -0.27)  -0.2424
C (-22.00, -31.91, -1.20)  -0.4022
C (-21.63, -30.88, -2.26)  -0.0408
N (-23.22, -31.43, -0.44)  0.0544
H (-18.08, -32.28, -0.29)  0.0928
H (-18.21, -33.97, -0.76)  0.0933
H (-18.93, -33.46, 0.79)  0.0916
H (-21.28, -32.81, 0.60)  0.1342
H (-20.45, -31.31, 0.19)  0.1417
H (-22.31, -32.83, -1.69)  0.1058
H (-21.76, -29.84, -1.97)  0.0874
H (-22.21, -31.15, -3.13)  0.0428
H (-20.58, -31.04, -2.54)  0.0863
H (-23.01, -30.51, -0.03)  0.1000
H (-23.34, -32.06, 0.35)  0.0630
C (-19.97, -35.49, -4.87)  -0.1170
O (-20.12, -35.45, -3.50)  -0.1701
C (-21.47, -35.44, -3.12)  -0.2259
C (-21.56, -35.75, -1.64)  -0.4309
C (-21.18, -37.21, -1.32)  -0.0493
N (-22.94, -35.45, -1.21)  0.0540
H (-20.62, -36.26, -5.31)  0.0966
H (-18.93, -35.68, -5.09)  0.0890
H (-20.29, -34.54, -5.33)  0.0734
H (-21.94, -34.44, -3.32)  0.1246
H (-22.10, -36.14, -3.72)  0.1360
H (-20.81, -35.08, -1.17)  0.1202
H (-20.10, -37.36, -1.45)  0.0737
H (-21.72, -37.92, -1.94)  0.0768
H (-21.43, -37.43, -0.28)  0.0713
H (-23.07, -34.47, -1.52)  0.0435
H (-23.15, -35.30, -0.22)  0.0780
C (-24.95, -28.21, -10.43)  -0.0846
O (-24.70, -29.46, -9.78)  -0.2205
C (-25.58, -30.50, -10.12)  -0.2399
C (-25.11, -31.75, -9.45)  -0.4094
C (-26.00, -32.94, -9.91)  -0.0578
N (-25.30, -31.63, -7.98)  0.0657
H (-25.92, -27.75, -10.18)  0.0868
H (-24.77, -28.29, -11.52)  0.0881
H (-24.21, -27.50, -10.04)  0.0858
H (-26.55, -30.33, -9.68)  0.1097
H (-25.57, -30.61, -11.20)  0.1311
H (-24.05, -31.95, -9.67)  0.1403
H (-25.49, -33.88, -9.64)  0.0720
H (-26.10, -33.00, -11.01)  0.0750
H (-26.99, -32.92, -9.47)  0.0691
H (-24.76, -32.41, -7.55)  0.0384
H (-24.84, -30.77, -7.67)  0.0266
C (-25.99, -32.75, 0.78)  -0.1582
O (-25.48, -33.90, 0.29)  -0.1712
C (-26.28, -34.66, -0.50)  -0.2561
C (-26.90, -34.00, -1.73)  -0.3980
C (-27.97, -35.01, -2.32)  -0.0359
N (-25.90, -33.60, -2.69)  0.0709
H (-26.90, -32.81, 1.39)  0.1014
H (-26.24, -32.01, -0.01)  0.0879
H (-25.21, -32.25, 1.34)  0.0777
H (-25.70, -35.54, -0.82)  0.1216
H (-27.09, -35.13, 0.09)  0.1335
H (-27.47, -33.15, -1.28)  0.1334
H (-28.01, -34.89, -3.41)  0.0661
H (-28.97, -34.86, -1.94)  0.0707
H (-27.67, -36.07, -2.23)  0.0811
H (-26.31, -33.48, -3.62)  0.0479
H (-25.46, -32.71, -2.42)  0.0617
C (-23.62, -25.12, -6.37)  -0.0856
O (-23.33, -26.49, -6.74)  -0.1965
C (-22.56, -27.16, -5.78)  -0.2616
C (-22.05, -28.44, -6.38)  -0.3700
C (-23.24, -29.42, -6.53)  -0.0537
N (-21.03, -29.07, -5.48)  0.0359
H (-24.21, -25.07, -5.43)  0.0920
H (-24.24, -24.69, -7.16)  0.0861
H (-22.72, -24.50, -6.30)  0.0871
H (-21.68, -26.55, -5.50)  0.1291
H (-23.17, -27.38, -4.89)  0.1332
H (-21.65, -28.28, -7.38)  0.1468
H (-22.94, -30.39, -6.92)  0.0711
H (-23.98, -29.00, -7.23)  0.0638
H (-23.74, -29.58, -5.57)  0.0760
H (-21.33, -28.93, -4.50)  0.0771
H (-20.13, -28.57, -5.52)  0.0898
C (-30.28, -30.63, -6.51)  -0.1207
O (-28.94, -30.31, -6.79)  -0.1977
C (-28.47, -29.23, -5.99)  -0.2044
C (-27.03, -29.02, -6.29)  -0.4911
C (-26.42, -27.84, -5.56)  -0.0460
N (-26.83, -28.89, -7.68)  0.0742
H (-30.51, -31.56, -7.05)  0.0848
H (-30.97, -29.85, -6.85)  0.0886
H (-30.44, -30.84, -5.44)  0.0849
H (-29.06, -28.31, -6.17)  0.1366
H (-28.56, -29.55, -4.93)  0.1337
H (-26.44, -29.88, -5.88)  0.1371
H (-25.35, -27.81, -5.67)  0.0372
H (-26.69, -27.89, -4.50)  0.0841
H (-26.90, -26.92, -5.93)  0.0875
H (-27.20, -29.71, -8.14)  0.0506
H (-25.88, -28.86, -8.03)  0.0411
O (-25.16, -30.56, -2.47)  -0.1463
H (-24.83, -30.75, -3.39)  0.0048
H (-24.45, -30.94, -1.85)  -0.0008
O (-21.27, -32.08, -5.50)  -0.1007
H (-21.01, -31.13, -5.67)  0.0476
H (-20.59, -32.42, -4.89)  0.0633
O (-25.13, -33.85, -5.35)  -0.0650
H (-25.51, -34.04, -4.47)  0.0216
H (-25.90, -33.65, -5.93)  0.1052
O (-24.09, -31.78, -4.78)  -0.1131
H (-24.28, -32.75, -4.85)  -0.0309
H (-23.12, -31.71, -4.96)  0.0060
O (-23.02, -33.40, -7.21)  -0.1006
H (-22.19, -33.02, -6.81)  0.0189
H (-23.41, -33.94, -6.47)  0.0350

Computed properties:
- calculated total energy (hartree) = -2116.048862
- charge = 0
- orbital gap (eV) = 8.700
- energy relative to the best compared isomer or geometry (same formula, charge and spin) (kJ/mol) = 114.17

***

No. 3
Here is C56H44O3P2Pt as an isolated structure from the Open Molecules 2025 dataset. Energies are from the ωB97M-V functional and the def2-TZVPD basis.

Last column: Löwdin charge in e.
Geometry (Å):
Pt (0.10, 0.49, 0.20)  0.8514
C (-1.28, -5.44, -1.66)  -0.0134
C (-2.09, -4.18, -1.31)  -0.4259
C (-3.59, -4.46, -1.48)  -0.0168
C (-1.69, -3.04, -2.25)  -0.0889
C (-1.89, -3.15, -3.62)  -0.0174
C (-1.56, -2.13, -4.49)  -0.0552
C (-1.05, -0.94, -3.99)  -0.0723
C (-0.86, -0.77, -2.62)  -0.2390
P (-0.30, 0.87, -2.00)  0.9908
C (-1.64, 2.01, -2.38)  -0.3481
C (-2.91, 1.58, -2.76)  -0.0798
C (-3.95, 2.49, -2.90)  -0.0782
C (-3.73, 3.83, -2.64)  -0.0745
C (-2.47, 4.27, -2.26)  -0.0614
C (-1.43, 3.37, -2.13)  -0.1033
C (1.02, 1.23, -3.19)  -0.3451
C (2.14, 0.39, -3.15)  -0.0969
C (3.17, 0.57, -4.04)  -0.0651
C (3.11, 1.59, -4.98)  -0.0774
C (2.01, 2.43, -5.02)  -0.0754
C (0.96, 2.24, -4.13)  -0.0734
C (-1.14, -1.86, -1.78)  -0.1704
O (-0.85, -1.68, -0.46)  -0.0752
C (-1.22, -2.59, 0.49)  -0.1846
C (-0.96, -2.23, 1.82)  -0.2480
C (-1.32, -3.12, 2.82)  -0.0612
C (-1.93, -4.33, 2.50)  -0.0563
C (-2.16, -4.66, 1.18)  -0.0179
C (-1.82, -3.79, 0.14)  -0.0902
P (-0.01, -0.71, 2.23)  1.0166
C (1.61, -1.41, 2.67)  -0.3643
C (2.04, -2.64, 2.18)  -0.0718
C (3.30, -3.12, 2.50)  -0.0764
C (4.15, -2.38, 3.31)  -0.0917
C (3.74, -1.14, 3.78)  -0.0738
C (2.49, -0.65, 3.45)  -0.1003
C (-0.69, -0.17, 3.82)  -0.3347
C (-1.74, 0.74, 3.80)  -0.0636
C (-2.33, 1.16, 4.98)  -0.0618
C (-1.87, 0.67, 6.20)  -0.0782
C (-0.82, -0.23, 6.23)  -0.0756
C (-0.24, -0.66, 5.05)  -0.1009
H (-1.48, -5.75, -2.68)  0.0831
H (-1.56, -6.27, -1.00)  0.0831
H (-0.21, -5.26, -1.56)  0.0998
H (-3.82, -4.72, -2.51)  0.0813
H (-4.18, -3.58, -1.22)  0.1008
H (-3.91, -5.29, -0.85)  0.0813
H (-2.30, -4.07, -4.02)  0.1141
H (-1.71, -2.24, -5.55)  0.1084
H (-0.81, -0.12, -4.66)  0.1185
H (-3.09, 0.53, -2.96)  0.1021
H (-4.93, 2.14, -3.19)  0.1041
H (-4.55, 4.54, -2.73)  0.1042
H (-2.30, 5.32, -2.05)  0.1105
H (-0.46, 3.71, -1.79)  0.1195
H (2.20, -0.39, -2.40)  0.1115
H (4.04, -0.08, -4.00)  0.1104
H (3.93, 1.74, -5.68)  0.1026
H (1.96, 3.23, -5.75)  0.1027
H (0.10, 2.90, -4.18)  0.0981
H (-1.13, -2.86, 3.85)  0.1063
H (-2.21, -5.01, 3.29)  0.1079
H (-2.63, -5.61, 0.95)  0.1140
H (1.38, -3.24, 1.57)  0.1062
H (3.62, -4.08, 2.11)  0.1048
H (5.13, -2.75, 3.56)  0.1043
H (4.40, -0.54, 4.39)  0.1079
H (2.19, 0.34, 3.79)  0.1189
H (-2.10, 1.14, 2.86)  0.0744
H (-3.15, 1.87, 4.95)  0.1085
H (-2.33, 1.01, 7.12)  0.1038
H (-0.46, -0.61, 7.17)  0.1048
H (0.59, -1.36, 5.09)  0.1048
C (-4.63, 3.38, 1.35)  -0.0895
C (-4.30, 2.10, 0.86)  -0.0838
C (-3.00, 1.75, 0.67)  -0.0879
C (-1.94, 2.66, 0.95)  -0.2371
C (-0.57, 2.32, 0.76)  -0.3011
C (0.39, 3.28, 0.94)  -0.1081
C (0.05, 4.58, 1.38)  -0.0741
C (-1.25, 4.91, 1.62)  -0.0491
C (-2.28, 3.96, 1.41)  -0.1822
C (-3.64, 4.28, 1.61)  -0.0431
H (-5.67, 3.65, 1.51)  0.0974
H (-5.09, 1.40, 0.63)  0.1015
H (-2.73, 0.77, 0.29)  0.0885
H (1.43, 3.05, 0.72)  0.0791
H (0.83, 5.31, 1.52)  0.1029
H (-1.53, 5.90, 1.97)  0.1063
H (-3.88, 5.28, 1.98)  0.1084
O (2.74, 2.03, -0.81)  -0.0270
C (3.18, 0.99, -0.31)  -0.6479
O (2.50, 0.09, 0.28)  -0.1345
C (4.67, 0.74, -0.39)  -0.1289
C (5.26, -0.30, 0.32)  -0.0244
C (6.63, -0.52, 0.25)  -0.0879
C (7.42, 0.30, -0.56)  -0.1031
C (6.83, 1.33, -1.28)  -0.0898
C (5.47, 1.55, -1.19)  -0.0321
H (4.62, -0.93, 0.93)  0.0906
H (7.08, -1.33, 0.81)  0.0956
H (8.48, 0.13, -0.62)  0.0952
H (7.44, 1.97, -1.90)  0.0967
H (4.99, 2.36, -1.73)  0.1122

Computed properties:
- calculated total energy (hartree) = -3188.207990
- charge = 0
- orbital gap (eV) = 7.604
- energy relative to the best compared isomer or geometry (same formula, charge and spin) (kJ/mol) = 49.27

***

No. 4
Here is one molecule with the formula C4H4N2 from the Open Molecules 2025 dataset. Energies are from the ωB97M-V functional and the def2-TZVPD basis.

Last column: Löwdin charge in e.
Geometry (Å):
C (-1.06, 0.01, 0.41)  -0.0659
C (-0.30, 1.14, 0.22)  -0.1438
N (1.03, 1.05, 0.05)  0.0686
C (1.53, -0.17, -0.04)  -0.2225
N (0.82, -1.25, -0.40)  0.0843
C (-0.49, -1.08, -0.22)  -0.1625
H (-2.10, -0.05, 0.72)  0.1045
H (-0.78, 2.09, 0.03)  0.1126
H (2.61, -0.27, 0.08)  0.1103
H (-1.26, -1.47, -0.86)  0.1145

Computed properties:
- calculated total energy (hartree) = -264.283778
- charge = 0
- orbital gap (eV) = 10.239
- energy relative to the best compared isomer or geometry (same formula, charge and spin) (kJ/mol) = 111.99

***

No. 5
Here is one molecule with the formula C8H11N from the Open Molecules 2025 dataset. Energies are from the ωB97M-V functional and the def2-TZVPD basis.

Last column: Löwdin charge in e.
Geometry (Å):
C (-0.62, -0.52, 1.96)  -0.1500
C (-1.23, 0.17, 0.75)  -0.1472
C (-0.56, -1.30, 0.83)  -0.2150
C (0.70, -1.10, 0.05)  -0.4375
N (0.34, -1.18, -1.25)  -0.0026
C (1.04, 0.31, -1.45)  -0.1166
C (-0.12, 1.40, -1.55)  -0.0739
C (-0.33, 1.30, 0.14)  -0.1669
C (1.01, 0.48, 0.20)  -0.1231
H (-1.37, -0.90, 2.63)  0.1117
H (0.19, -0.07, 2.43)  0.0982
H (-2.31, 0.43, 0.57)  0.1353
H (-1.46, -2.01, 0.49)  0.1891
H (1.67, -1.61, 0.48)  0.1767
H (0.81, -2.09, -1.87)  0.1907
H (1.86, 0.15, -2.17)  0.1115
H (-1.18, 1.13, -2.02)  0.1283
H (0.16, 2.51, -1.62)  0.1064
H (-0.35, 2.28, 0.49)  0.0954
H (1.74, 0.62, 0.91)  0.0896

Computed properties:
- calculated total energy (hartree) = -365.943248
- charge = 0
- orbital gap (eV) = 9.363
- energy relative to the best compared isomer or geometry (same formula, charge and spin) (kJ/mol) = 511.48